#a
Entry from OMol25: a 2-piece molecular cluster, C4H14NO2 overall (ωB97M-V/def2-TZVPD).

Values from the calculation:
2S+1 ... 2
Charge ... +2
Gap between HOMO and LUMO (alpha / beta) ... 12.56 / 4.91 eV

The geometry in XYZ format:
```
21
C4H14NO2 ωB97M-V/def2-TZVPD
C -0.087 1.662 0.790
C -0.129 0.671 -0.413
C -1.497 -0.034 -0.667
C -1.815 -0.918 0.445
O -1.297 -0.758 -1.885
N 0.949 -0.324 -0.361
H -1.126 2.009 0.843
H 0.213 1.333 1.763
H 0.274 2.705 0.491
H -0.063 1.198 -1.434
H -2.267 0.734 -0.733
H -2.571 -0.464 1.087
H -2.102 -2.037 0.177
H -0.895 -1.280 1.087
H -2.050 -1.301 -2.070
H 0.621 -0.944 -1.031
H 1.881 0.049 -0.687
H 1.264 -0.778 0.513
H 4.190 -0.249 0.268
H 3.260 -0.881 1.350
O 3.247 -0.392 0.468
```

#b
Entry from OMol25: a 2-piece molecular cluster, C4H14NO2 overall (ωB97M-V/def2-TZVPD).

Values from the calculation:
2S+1 ... 2
Charge ... +2
Gap between HOMO and LUMO (alpha / beta) ... 10.73 / 3.89 eV

The geometry in XYZ format:
```
21
C4H14NO2 ωB97M-V/def2-TZVPD
C 1.455 -0.297 1.534
O 0.998 -1.125 2.616
C 0.366 0.099 0.526
C 1.020 0.511 -0.753
C 0.198 1.448 -1.653
N -0.488 -1.218 0.224
H 1.891 0.610 1.974
H 2.164 -1.030 1.075
H 1.702 -1.177 3.318
H -0.408 0.765 0.908
H 1.941 1.071 -0.495
H 1.495 -0.307 -1.309
H 0.876 2.107 -2.193
H -0.446 0.867 -2.311
H -0.423 2.172 -1.118
H 0.116 -2.030 0.148
H -0.945 -1.154 -0.690
H -1.188 -1.197 0.967
H -3.411 0.104 -1.677
H -3.832 -0.019 -0.249
O -3.079 -0.200 -0.840
```

Stability verdict: #b, ahead by 0.0356 hartree